1.
Formula: C3H5NO2
Source: the OMol25 dataset
Level of theory: ωB97M-V/def2-TZVPD

Summary:
* HOMO level: -0.3813 Ha

The geometry in XYZ format:
```
11
C3H5NO2 (ωB97M-V/def2-TZVPD)
O 0.34826 1.31064 1.23323
C 0.49248 0.57063 0.05670
C 0.97798 -0.87401 0.26229
O -0.19769 -1.37462 -0.44278
C -0.73231 -0.11615 -0.50243
N -1.84776 0.30805 -0.88629
H -0.43364 1.86524 1.11604
H 0.99424 1.15167 -0.72951
H 1.89979 -1.21507 -0.21344
H 0.94371 -1.17276 1.31328
H -2.44506 -0.45361 -1.20709
```

***

2.
Formula: C8H30N7O10
Source: the OMol25 dataset
Level of theory: ωB97M-V/def2-TZVPD

Summary:
* HOMO level (spin up / spin down): -0.3343 / -0.3342 Ha
* <S²>: 0.77
* spin multiplicity: 2

The geometry in XYZ format:
```
55
C8H30N7O10 (ωB97M-V/def2-TZVPD)
O 1.03686 0.45881 -0.73224
C 1.08183 1.79823 -0.70831
O 0.78986 2.35102 0.30623
O 1.39175 2.33821 -1.76731
H 0.94636 0.74945 -1.64270
C -1.27422 1.35647 3.13738
O -1.94864 0.63830 3.85559
N -1.65942 2.53899 2.73979
N -0.11960 1.00233 2.63840
H -1.09978 2.88261 1.97245
H -2.55644 2.89253 3.04058
H 0.27331 0.17489 3.06391
H 0.34390 1.59938 1.96847
C 1.26036 -2.58229 1.72603
O 2.04191 -3.24219 2.37414
N 0.11985 -2.15097 2.11067
N 1.50263 -2.36402 0.45322
H -0.33900 -1.53367 1.45608
H -0.15814 -2.46038 3.03105
H 1.27856 -1.47703 0.02526
H 2.32109 -2.89142 0.18473
C 3.02816 5.37372 -1.38778
O 3.65311 6.41059 -1.32797
N 2.65226 4.71349 -2.41535
N 2.43391 4.89679 -0.35238
H 2.19669 3.87099 -2.09481
H 2.71818 4.95062 -3.39490
H 1.89452 4.04302 -0.33688
H 2.70428 5.51980 0.39519
C -2.96112 -5.07027 1.31102
C -2.52378 -4.98720 -0.15648
C -1.72352 -3.74568 -0.50236
O -2.46988 -2.57450 -0.47612
C -1.71748 -1.44914 -0.85198
N -1.93436 -6.28701 -0.59925
H -2.15031 -4.67790 1.92482
H -3.30883 -6.03416 1.68265
H -3.78543 -4.38187 1.49735
H -3.43083 -5.08330 -0.75324
H -1.17612 -3.83548 -1.44065
H -0.83622 -3.67472 0.12673
H -1.50539 -1.28564 -1.90857
H -0.85136 -1.20942 -0.23515
H -2.31905 -0.59143 -0.55111
H -1.13311 -6.34188 0.01321
H -1.66124 -6.35301 -1.56938
O 3.69599 0.91239 -2.39814
H 3.03571 1.45413 -1.96596
H 3.35497 0.02040 -2.33255
O 0.02403 2.86995 -4.19484
H -0.88617 3.08985 -3.99626
H 0.49767 3.05314 -3.38347
O -0.63195 4.82219 0.75050
H -0.05680 5.36101 1.29373
H -0.05955 4.14131 0.39696
```

***

3.
Formula: C6H8
Source: the OMol25 dataset
Level of theory: ωB97M-V/def2-TZVPD

Summary:
* HOMO level: -0.3197 Ha

The geometry in XYZ format:
```
14
C6H8 (ωB97M-V/def2-TZVPD)
C -2.23034 -0.10717 -0.28190
C -0.84240 -0.15800 0.11186
C 0.10289 1.08333 0.56098
C 1.45554 0.54255 -0.50820
C 1.34632 -0.94121 0.08831
C 0.09063 -1.31902 0.26560
H -2.91853 -1.00746 -0.46646
H -2.86084 0.85941 -0.67017
H 0.42938 0.67879 2.21496
H -0.46940 2.66839 0.57037
H 2.83713 1.16841 -0.35999
H 1.29582 0.45746 -2.02844
H 2.15766 -1.66739 -0.03812
H -0.39385 -2.25809 0.54118
```

***

4.
Formula: C2H5O
Source: the OMol25 dataset
Level of theory: ωB97M-V/def2-TZVPD

Summary:
* total charge: -1
* HOMO level: -0.0747 Ha

The geometry in XYZ format:
```
8
C2H5O (ωB97M-V/def2-TZVPD)
C -0.67966 1.39111 0.22093
O -1.43135 1.56579 1.21638
C 0.04705 0.24044 -0.17716
H 0.60884 -2.77657 -0.43595
H 0.89331 0.47046 -0.81443
H 1.11663 -2.48205 0.06329
H -0.75582 2.09643 -0.64822
H 0.20099 -0.50560 0.57515
```

***

5.
Formula: C14H33BNO7
Source: the OMol25 dataset
Level of theory: ωB97M-V/def2-TZVPD

Summary:
* total charge: -1
* HOMO level: -0.0772 Ha

The geometry in XYZ format:
```
56
C14H33BNO7 (ωB97M-V/def2-TZVPD)
C 2.98300 1.04592 -1.53428
C 1.93319 1.67301 -0.61898
O 0.93976 2.33012 -1.38045
C 0.53595 3.60081 -0.91676
C -0.66181 3.54536 0.01594
O -1.84029 3.56155 -0.74351
C -3.00318 3.18049 -0.01168
C -4.21428 4.01733 -0.41889
O -4.97650 3.47193 -1.44433
C -5.93512 2.47482 -0.99352
C -7.07136 2.32822 -1.96455
B -8.17622 1.43265 -1.62222
N -8.08457 0.38932 -0.50097
O -9.44698 1.40373 -2.34663
H 3.96154 1.07009 -1.05182
H 3.01940 1.58384 -2.48069
H 2.74825 0.00070 -1.73249
H 2.40278 2.37710 0.07853
H 1.45590 0.88352 -0.02490
H 1.36810 4.10051 -0.40230
H 0.27684 4.19345 -1.79592
H -0.59561 2.61913 0.60482
H -0.64398 4.40570 0.70322
H -2.81320 3.30625 1.06240
H -3.21810 2.12445 -0.20547
H -3.85380 5.00091 -0.74075
H -4.83391 4.17031 0.47974
H -6.24969 2.78617 0.02168
H -5.40204 1.52125 -0.87286
H -7.36678 3.31989 -2.33083
H -8.87303 0.56239 0.12009
H -8.29724 -0.52740 -0.89252
H -9.95884 2.19998 -2.15725
C 1.59369 -5.51391 1.13874
O 2.87491 -4.96554 0.93251
C 3.04633 -4.46880 -0.38134
C 4.15538 -3.44292 -0.43451
O 3.78360 -2.16390 0.04885
C 3.66008 -1.99877 1.45059
C 4.98005 -1.91457 2.18207
O 5.56258 -3.19562 2.34039
C 6.95805 -3.14081 2.50494
H 1.41531 -6.37792 0.48727
H 1.54149 -5.83875 2.17607
H 0.80898 -4.77071 0.95812
H 2.11676 -4.00933 -0.73950
H 3.30272 -5.29917 -1.05510
H 4.39704 -3.28289 -1.48756
H 5.05030 -3.81849 0.06768
H 3.02445 -2.76962 1.89196
H 3.16111 -1.03484 1.57425
H 4.80427 -1.47058 3.17220
H 5.65730 -1.25582 1.62378
H 7.44217 -2.66359 1.64429
H 7.31720 -4.16482 2.58969
H 7.23804 -2.59217 3.41279
```

***

6.
Formula: C44H121N11O11
Source: the OMol25 dataset
Level of theory: ωB97M-V/def2-TZVPD

Summary:
* total charge: +1
* HOMO level (spin up / spin down): -0.3578 / -0.3578 Ha
* <S²>: 0.75
* spin multiplicity: 2

The geometry in XYZ format:
```
187
C44H121N11O11 (ωB97M-V/def2-TZVPD)
C -6.52396 36.62027 -2.29889
C -5.43705 35.81300 -1.76056
C -5.49926 35.87694 -0.20797
O -5.68444 37.22198 0.37834
C -5.77755 37.17277 1.74103
N -5.29134 34.45921 -2.26537
H -6.46463 36.62205 -3.38727
H -6.31587 37.66210 -2.05520
H -7.50752 36.37904 -1.89577
H -4.46400 36.25961 -1.96503
H -4.61019 35.43274 0.23961
H -6.33591 35.24783 0.09590
H -6.76907 36.89305 2.09704
H -5.57355 38.17841 2.10868
H -4.99459 36.46789 2.02071
H -6.26405 34.28525 -2.47430
H -5.00164 34.60861 -3.22132
C -8.64470 33.40729 -1.14152
C -9.55390 34.27044 -0.22852
C -11.12708 34.30030 -0.60184
O -11.92390 35.03637 0.37881
C -11.58244 36.45685 0.49480
N -9.39950 33.76078 1.09080
H -7.61160 33.37783 -0.79519
H -8.76029 33.80329 -2.15044
H -8.91808 32.36208 -1.28608
H -9.18384 35.29054 -0.33122
H -11.56842 33.30382 -0.62004
H -11.28664 34.62892 -1.62880
H -11.56977 37.00631 -0.44649
H -10.57175 36.48860 0.90175
H -12.26663 36.89518 1.22132
H -8.43473 33.68340 1.37949
H -9.86073 34.40036 1.72191
C -8.40162 27.57082 -13.51994
C -8.10544 27.68150 -12.01243
C -8.14821 29.20132 -11.61238
O -7.94745 29.24452 -10.16242
C -7.92220 30.54041 -9.56942
N -9.08950 26.84374 -11.37464
H -8.31704 26.53978 -13.86330
H -7.68723 28.17100 -14.08344
H -9.40518 27.89197 -13.79889
H -7.07050 27.38208 -11.84706
H -9.02802 29.77065 -11.91219
H -7.29999 29.75038 -12.02124
H -7.44225 30.38236 -8.60362
H -8.93962 30.77987 -9.26017
H -7.37173 31.31373 -10.10520
H -10.03439 27.16788 -11.52369
H -8.92488 27.07379 -10.40506
C -3.23540 29.53219 -2.17413
C -3.81791 30.81331 -1.61005
C -2.97507 31.37090 -0.47441
O -3.05242 30.40030 0.64622
C -2.50728 30.84346 1.86185
N -4.00928 31.71831 -2.73173
H -2.24767 29.61122 -2.62827
H -3.94427 29.06026 -2.85448
H -3.21375 28.84393 -1.32919
H -4.83684 30.63986 -1.26394
H -3.44032 32.31065 -0.17690
H -1.95366 31.61654 -0.76508
H -1.49137 31.23164 1.78873
H -2.52749 29.94684 2.48133
H -3.20125 31.58845 2.25108
H -4.62876 32.48156 -2.49980
H -3.19440 32.27994 -2.93330
C -16.09584 34.47446 -0.96920
C -15.19310 33.21884 -0.91510
C -14.22758 33.10657 -2.13891
O -13.60581 31.83399 -2.19950
C -12.69049 31.72942 -3.33260
N -14.54453 33.27403 0.34227
H -16.80421 34.67090 -0.16438
H -16.63015 34.49582 -1.91902
H -15.48113 35.37420 -0.99546
H -15.90031 32.39356 -0.83232
H -13.51054 33.92730 -2.11982
H -14.84531 33.31834 -3.01164
H -12.16702 30.77516 -3.27374
H -11.91045 32.48805 -3.26847
H -13.17927 31.74756 -4.30671
H -14.00756 34.12639 0.41469
H -13.86621 32.57262 0.60309
C -6.17593 26.01203 -6.69883
C -6.15691 27.34735 -7.49514
C -4.78892 28.05962 -7.69600
O -4.17484 28.31665 -6.44785
C -2.97045 29.19012 -6.50112
N -6.75013 27.13099 -8.81175
H -5.44101 25.31335 -7.09860
H -7.18727 25.60568 -6.68496
H -5.91255 26.25696 -5.66989
H -6.86429 28.00338 -6.98786
H -5.05908 29.03857 -8.09195
H -4.06161 27.54679 -8.32539
H -3.09049 30.08666 -7.10934
H -2.15250 28.54020 -6.81202
H -2.69254 29.42552 -5.47377
H -6.11396 26.69249 -9.46223
H -7.00990 27.99038 -9.27444
C -4.67407 25.70924 1.24036
C -4.67203 27.27550 1.01283
C -5.77451 28.04532 1.78085
O -7.08730 27.61424 1.29893
C -7.67362 28.19198 0.14603
N -3.36252 27.80493 1.36805
H -3.95160 25.23969 0.57279
H -5.66767 25.26648 1.17080
H -4.37128 25.41555 2.24543
H -4.76096 27.57862 -0.03039
H -5.55848 29.11369 1.77721
H -5.71396 27.85709 2.85276
H -8.70492 27.85611 0.03785
H -7.01467 27.90459 -0.67329
H -7.64695 29.28126 0.11674
H -2.59578 27.27903 0.97354
H -3.22280 28.76267 1.07941
C -13.55238 36.78251 -3.22266
C -13.16793 37.59044 -4.44307
C -12.27035 36.76180 -5.38047
O -11.20341 36.16360 -4.67663
C -10.75497 34.94726 -5.24269
N -14.43234 37.97481 -5.04716
H -13.87769 37.36047 -2.35764
H -12.78585 36.15300 -2.77073
H -14.37821 36.12329 -3.49013
H -12.72397 38.52130 -4.09020
H -11.90519 37.30972 -6.24911
H -12.87137 35.94278 -5.77553
H -10.34627 35.13113 -6.23630
H -11.56859 34.22277 -5.20744
H -9.89997 34.64877 -4.63608
H -14.98202 38.60553 -4.48137
H -14.15740 38.53588 -5.84069
C -6.51258 33.87456 -7.45045
C -4.94930 33.72712 -7.19534
C -4.68189 33.91731 -5.65363
O -5.28324 35.03064 -5.06766
C -4.52152 36.23246 -5.44745
N -4.60346 32.46709 -7.74793
H -7.06191 33.08413 -6.93903
H -6.78144 33.76947 -8.50154
H -6.98744 34.80845 -7.14972
H -4.29247 34.41747 -7.72458
H -3.60442 34.01088 -5.51793
H -4.99891 33.04884 -5.07625
H -4.95876 37.12048 -4.99099
H -4.65532 36.41715 -6.51332
H -3.46191 36.13932 -5.20946
H -3.60186 32.35546 -7.81447
H -4.87708 31.75312 -7.08802
C -7.12928 29.14929 -4.10843
C -6.83361 30.41293 -4.91579
C -7.49854 31.57606 -4.19547
O -8.93421 31.46948 -4.16407
C -9.58823 31.31031 -5.46980
N -5.36636 30.65107 -5.01134
H -6.80614 28.20324 -4.54277
H -8.17516 28.98990 -3.84607
H -6.66109 29.12625 -3.12438
H -7.25602 30.40235 -5.92056
H -7.12734 32.53056 -4.56863
H -7.07333 31.63326 -3.19346
H -9.35782 30.39923 -6.02202
H -9.50651 32.26882 -5.98231
H -10.66135 31.18978 -5.32148
H -4.99076 29.73658 -5.21806
H -4.92537 30.89507 -4.13608
C -8.73766 22.94420 -6.61610
C -10.03644 23.56320 -7.15397
C -10.17149 25.02076 -6.91961
O -9.96584 25.26425 -5.54123
C -9.98839 26.58325 -5.15159
N -10.11934 23.13628 -8.55829
H -7.90728 23.36562 -7.18264
H -8.66830 21.86214 -6.72766
H -8.91651 23.18351 -5.56785
H -10.83102 23.04734 -6.61486
H -11.20307 25.30804 -7.12309
H -9.58147 25.63968 -7.59557
H -10.90622 27.10162 -5.42906
H -9.20420 27.08144 -5.72164
H -9.79141 26.66844 -4.08292
H -9.26361 23.47638 -8.97323
H -10.02060 22.13143 -8.58331
```